1.
# C29H26F3GeIrN3O9S

C29H26F3GeIrN3O9S as an isolated structure at a distorted geometry (ωB97M-V with the def2-TZVPD basis set, the Open Molecules 2025 dataset).

The HOMO-LUMO gap (alpha / beta) is 0.2322 / 0.2405 hartree. The value obtained for the LUMO energy (alpha / beta) is -2.195 / -1.949 eV. The calculation puts the HOMO energy (alpha / beta) at -8.514 / -8.492 eV. The multiplicity is 2. As for the net charge: 0. Its expectation value of S² is 0.810.

Atoms and positions in Å:
1 Ir 2.113 0.701 -0.357
2 C 7.426 -1.038 -0.179
3 O 6.439 -0.248 -0.819
4 C 5.137 -0.374 -0.590
5 O 4.363 0.284 -1.251
6 N 4.744 -1.318 0.324
7 N 3.385 -1.366 0.679
8 H 8.375 -0.672 -0.570
9 H 7.317 -2.093 -0.435
10 H 7.417 -0.911 0.906
11 H 5.409 -1.571 1.049
12 H 3.208 -0.906 1.572
13 H 3.043 -2.323 0.675
14 O 0.601 2.310 -1.264
15 C -0.085 2.282 -0.220
16 O 0.146 1.443 0.695
17 C -1.230 3.217 -0.068
18 C -1.589 4.035 -1.137
19 C -2.661 4.890 -1.013
20 C -3.370 4.922 0.184
21 C -3.018 4.107 1.257
22 C -1.945 3.252 1.129
23 N -4.486 5.813 0.308
24 O -5.138 5.770 1.336
25 O -4.718 6.557 -0.627
26 H -1.017 3.974 -2.049
27 H -2.962 5.530 -1.827
28 H -3.594 4.163 2.167
29 H -1.647 2.604 1.939
30 F 2.688 4.280 3.260
31 C 2.080 3.470 2.394
32 F 1.202 2.742 3.084
33 F 1.395 4.233 1.541
34 S 3.333 2.370 1.508
35 O 4.598 2.672 2.100
36 O 2.856 1.013 1.820
37 O 3.187 2.674 0.099
38 C 1.048 -0.661 -1.587
39 Ge -0.509 -1.440 -0.752
40 C -0.282 -3.425 -1.005
41 C 0.831 -3.933 -1.653
42 C 0.941 -5.294 -1.885
43 C -0.062 -6.149 -1.458
44 C -1.166 -5.648 -0.791
45 C -1.271 -4.288 -0.559
46 C -2.098 -0.749 -1.746
47 C -2.665 0.461 -1.379
48 C -3.709 1.000 -2.109
49 C -4.186 0.331 -3.223
50 C -3.628 -0.881 -3.593
51 C -2.581 -1.418 -2.862
52 C -1.010 -1.434 1.186
53 C -0.119 -1.872 2.152
54 C -0.531 -2.003 3.466
55 C -1.835 -1.702 3.823
56 C -2.723 -1.252 2.862
57 C -2.312 -1.131 1.546
58 H 0.931 -0.474 -2.650
59 H 1.603 -3.249 -1.982
60 H 1.802 -5.687 -2.406
61 H 0.017 -7.210 -1.644
62 H -1.948 -6.313 -0.451
63 H -2.127 -3.888 -0.032
64 H -2.283 0.989 -0.519
65 H -4.134 1.946 -1.807
66 H -4.985 0.763 -3.807
67 H -4.003 -1.406 -4.460
68 H -2.143 -2.363 -3.155
69 H 0.898 -2.113 1.873
70 H 0.162 -2.355 4.217
71 H -2.163 -1.825 4.844
72 H -3.741 -1.009 3.127
73 H -3.022 -0.805 0.798

Löwdin atomic charge list, values in e, 5 entries: 1.2666 -0.0466 0.0163 -0.5535 0.0360

2.
# C5H11O2

A 2-piece molecular cluster, C5H11O2 overall at a distorted geometry (ωB97M-V with the def2-TZVPD basis set, the Open Molecules 2025 dataset).

The HOMO-LUMO gap is 0.2894 hartree. The value obtained for the LUMO energy is 4.063 eV. The calculation puts the HOMO energy at -3.812 eV. The multiplicity is 1. As for the net charge: -1.

Atoms and positions in Å:
1 C 2.382 1.223 -1.272
2 C 0.960 1.217 -1.986
3 H 2.464 2.098 -0.631
4 H 2.411 0.374 -0.516
5 H 3.153 1.148 -2.027
6 H 1.150 1.448 -3.128
7 H 0.310 2.048 -1.726
8 H 0.356 0.317 -1.747
9 C -1.847 -0.952 1.642
10 C -1.169 -2.088 0.927
11 C -1.013 0.381 1.432
12 O 0.220 0.298 1.266
13 O -1.729 1.388 1.253
14 H -2.948 -0.683 1.519
15 H -1.840 -1.040 2.748
16 H -0.124 -2.165 1.387
17 H -1.140 -1.890 -0.173
18 H -1.597 -3.120 1.033

Löwdin atomic charge list, values in e, 5 entries: -0.1717 -0.1731 0.0460 0.0679 0.0303

3.
# C4H11NO3

A 2-piece molecular cluster, C4H11NO3 overall (ωB97M-V with the def2-TZVPD basis set, the Open Molecules 2025 dataset).

The HOMO-LUMO gap is 0.3508 hartree. The value obtained for the LUMO energy is 0.624 eV. The calculation puts the HOMO energy at -8.922 eV. The multiplicity is 1. As for the net charge: 0.

Atoms and positions in Å:
1 C 1.305 0.952 0.571
2 N -0.096 0.546 0.646
3 C -0.487 -0.688 0.007
4 C -0.150 -0.736 -1.483
5 O 0.156 0.251 -2.097
6 C 0.067 -1.893 0.780
7 O -0.826 -2.989 0.777
8 H 1.917 0.067 0.758
9 H 1.591 1.431 -0.364
10 H 1.510 1.660 1.368
11 H -0.649 1.339 0.341
12 H -1.569 -0.738 0.125
13 H -0.289 -1.679 -2.042
14 H 0.185 -1.569 1.810
15 H 1.039 -2.180 0.371
16 H -0.477 -3.736 0.289
17 O -0.063 3.800 0.288
18 H -0.410 3.280 1.020
19 H -0.670 3.656 -0.465

Löwdin atomic charge list, values in e, 5 entries: -0.1195 -0.0880 -0.3093 -0.2009 0.0573

4.
# C36H53N3O24

A 11-piece molecular cluster, C36H53N3O24 overall at a distorted geometry (ωB97M-V with the def2-TZVPD basis set, the Open Molecules 2025 dataset).

The HOMO-LUMO gap is 0.4025 hartree. The value obtained for the LUMO energy is -0.074 eV. The calculation puts the HOMO energy at -11.027 eV. The multiplicity is 1. As for the net charge: 0.

Atoms and positions in Å:
1 O 1.777 -5.151 2.529
2 C 2.466 -4.612 1.713
3 O 3.800 -4.732 1.682
4 C 4.335 -4.136 0.506
5 C 3.195 -3.210 0.123
6 O 2.043 -3.822 0.704
7 H 5.263 -3.580 0.621
8 H 4.535 -4.880 -0.270
9 H 3.037 -3.077 -0.945
10 H 3.396 -2.253 0.607
11 O 4.075 -0.883 -2.419
12 C 3.078 -0.840 -3.065
13 O 2.804 -1.735 -4.016
14 C 1.463 -1.580 -4.481
15 C 1.135 -0.147 -4.006
16 O 2.130 0.123 -3.022
17 H 1.367 -1.551 -5.564
18 H 0.831 -2.336 -4.026
19 H 0.176 -0.213 -3.499
20 H 1.234 0.555 -4.828
21 O -0.603 6.730 -2.823
22 C -1.262 5.979 -2.187
23 O -2.087 5.014 -2.692
24 C -2.806 4.395 -1.625
25 C -2.212 5.016 -0.349
26 O -1.255 5.919 -0.853
27 H -3.890 4.489 -1.681
28 H -2.545 3.335 -1.663
29 H -1.744 4.240 0.255
30 H -2.902 5.595 0.268
31 O -2.575 -0.924 3.585
32 C -2.868 0.159 3.244
33 O -2.073 0.984 2.516
34 C -2.658 2.260 2.391
35 C -4.061 2.081 3.014
36 O -4.039 0.772 3.527
37 H -2.129 3.067 2.900
38 H -2.669 2.558 1.345
39 H -4.877 2.229 2.305
40 H -4.239 2.769 3.841
41 O 0.829 1.581 4.223
42 C 1.757 2.236 3.833
43 O 3.049 1.949 3.973
44 C 3.814 3.055 3.535
45 C 2.830 3.835 2.627
46 O 1.558 3.315 3.051
47 H 4.077 3.762 4.322
48 H 4.699 2.744 2.988
49 H 2.942 3.703 1.549
50 H 2.867 4.908 2.806
51 O 2.849 -1.081 2.496
52 C 2.070 -1.386 3.353
53 O 0.908 -2.039 3.129
54 C 0.322 -2.372 4.363
55 C 1.058 -1.478 5.356
56 O 2.280 -1.221 4.659
57 H -0.750 -2.177 4.431
58 H 0.439 -3.425 4.630
59 H 1.198 -2.057 6.269
60 H 0.612 -0.528 5.644
61 O -2.540 3.584 -7.832
62 C -2.590 2.975 -6.813
63 O -1.797 3.210 -5.732
64 C -2.097 2.208 -4.772
65 C -3.385 1.557 -5.184
66 O -3.429 1.949 -6.576
67 H -1.272 1.490 -4.803
68 H -2.081 2.615 -3.764
69 H -4.268 1.950 -4.679
70 H -3.336 0.472 -5.157
71 O -1.369 1.003 -2.004
72 C -0.616 0.737 -1.105
73 O -0.158 -0.494 -0.889
74 C 0.919 -0.448 0.067
75 C 0.723 0.926 0.754
76 O -0.122 1.586 -0.214
77 H 0.656 -1.214 0.797
78 H 1.857 -0.723 -0.407
79 H 1.599 1.557 0.855
80 H 0.155 0.762 1.666
81 C -4.168 -1.051 -1.894
82 C -5.542 -1.610 -2.233
83 C -6.097 -2.655 -1.276
84 C -5.940 -2.311 0.132
85 N -5.805 -2.081 1.248
86 H -3.956 -1.019 -0.825
87 H -4.055 -0.047 -2.306
88 H -3.361 -1.623 -2.358
89 H -5.513 -2.012 -3.249
90 H -6.279 -0.805 -2.309
91 H -5.498 -3.573 -1.346
92 H -7.127 -2.938 -1.486
93 C -2.337 -3.719 -0.079
94 C -1.473 -3.600 1.179
95 C -1.679 -4.763 2.168
96 C -1.396 -6.066 1.582
97 N -1.135 -7.086 1.127
98 H -2.140 -2.900 -0.773
99 H -3.386 -3.574 0.211
100 H -2.327 -4.658 -0.630
101 H -1.594 -2.669 1.733
102 H -0.437 -3.536 0.831
103 H -2.724 -4.732 2.478
104 H -0.973 -4.613 2.985
105 C 4.740 0.624 0.622
106 C 5.280 1.896 -0.005
107 C 6.594 1.801 -0.786
108 C 7.682 1.160 -0.019
109 N 8.563 0.710 0.560
110 H 4.747 -0.199 -0.094
111 H 3.753 0.806 1.046
112 H 5.372 0.268 1.442
113 H 5.399 2.689 0.737
114 H 4.574 2.205 -0.782
115 H 6.945 2.802 -1.037
116 H 6.394 1.249 -1.705

Löwdin atomic charge list, values in e, 5 entries: 0.1559 -0.5651 0.0817 -0.0993 -0.1277

E_tot for the records above, in order: -4840.9061, -347.6162, -439.4383, -3373.6545 Eh
ΔE to the lowest compared entry with this formula, charge and spin for the records above, in order: 340.0, 87.9, 230.2, 85.3 kJ/mol